(1)
92
Properties=species:S:1:pos:R:3:forces:R:3 method="wB97M-V/def2-TZVPD" orbital_gap_ev=5.37 homo_energy_ha=-0.20287
Bi -0.28466 0.73710 0.23358 0.25 -0.91 0.14
C -0.58783 -2.94781 -1.24658 0.26 -0.10 -0.19
C -0.12170 -2.35995 -2.45175 0.05 -0.13 0.00
C -1.06507 -1.39265 -2.87231 0.13 0.02 0.23
C -2.10216 -1.36018 -1.89946 -0.12 0.20 0.13
C -1.79812 -2.32432 -0.89955 -0.41 0.20 -0.06
C -2.74385 -2.80114 0.17918 0.05 0.14 -0.14
C -3.41324 -0.62092 -2.03452 0.11 -0.11 0.00
C -1.09960 -0.80671 -4.26616 0.12 -0.09 0.18
C 1.06230 -2.78123 -3.29031 -0.09 0.06 0.11
C -0.03277 -4.16989 -0.55354 0.05 0.19 -0.07
H -3.42277 -3.58576 -0.18410 0.04 0.06 0.00
H -3.38526 -1.99467 0.55921 0.07 -0.11 -0.02
H -2.21524 -3.23065 1.03476 0.01 0.03 -0.01
H -4.13226 -1.15534 -2.67114 0.04 0.01 0.05
H -3.28853 0.37188 -2.48434 -0.02 -0.07 0.02
H -3.90415 -0.47997 -1.06307 0.06 0.00 -0.12
H -1.38342 -1.55960 -5.01646 0.04 0.02 0.11
H -0.12276 -0.41487 -4.59081 -0.15 -0.01 0.07
H -1.83528 -0.00695 -4.35735 -0.03 0.09 0.02
H 0.75735 -3.05849 -4.30748 0.01 0.01 0.07
H 1.57581 -3.64923 -2.86726 -0.03 0.06 -0.01
H 1.81401 -1.98524 -3.40271 -0.06 -0.08 0.01
H -0.79989 -4.94572 -0.43772 0.06 0.08 -0.01
H 0.36252 -3.96476 0.45128 0.01 -0.02 -0.07
H 0.78332 -4.61728 -1.12818 -0.04 0.04 0.05
C 3.05415 -2.47475 -0.13667 -0.07 0.07 -0.03
O 2.20120 -1.79504 0.76262 0.07 0.06 -0.28
C 2.53463 -2.03550 2.09671 0.10 -0.04 0.02
C 1.90334 -0.95288 2.93436 -0.08 0.03 0.03
O 0.55527 -0.69830 2.57436 0.21 0.00 -0.16
C -0.29062 -1.83709 2.67545 -0.03 -0.07 -0.14
H 4.06632 -2.05846 -0.09445 0.02 0.00 0.01
H 2.64311 -2.34437 -1.13196 -0.04 0.02 -0.07
H 3.09720 -3.54282 0.09074 -0.03 -0.09 0.02
H 3.61935 -1.99767 2.25953 0.06 -0.01 -0.02
H 2.19380 -3.03429 2.39758 -0.01 -0.06 0.03
H 2.43173 -0.01102 2.79182 -0.01 0.02 -0.06
H 1.97399 -1.23840 3.98905 -0.08 0.04 0.14
H -0.18212 -2.30823 3.65842 -0.02 0.02 0.00
H -0.07155 -2.55672 1.88594 0.00 0.02 0.00
H -1.31851 -1.49268 2.55633 0.11 -0.05 -0.01
C 0.89285 2.73372 4.07374 0.32 0.12 0.03
Si -0.82738 2.40236 3.43628 -0.11 -0.05 0.04
C -2.03924 3.59484 4.24767 -0.13 0.19 0.11
C -1.31385 0.76226 4.19874 -0.05 -0.31 0.08
C -0.92086 2.61312 1.55620 -0.10 -0.18 -0.32
Si -0.01872 4.21016 1.07005 0.04 0.01 0.17
C -0.31286 4.81099 -0.67749 -0.20 -0.02 -0.31
C -0.52001 5.68370 2.11962 -0.20 0.17 0.20
C 1.83468 4.07018 1.27723 0.27 -0.01 0.04
Si -2.70660 2.57946 0.98354 0.14 0.08 -0.06
C -3.81109 4.01750 1.38780 -0.21 0.35 0.00
C -3.62059 1.02349 1.45316 -0.06 -0.21 0.05
C -2.50838 2.58224 -0.91548 -0.32 0.20 0.10
C -3.33500 3.25448 -1.80664 -0.16 0.02 0.15
C -2.98026 3.34811 -3.14197 -0.31 0.15 0.04
C -1.81278 2.75502 -3.56648 0.34 -0.23 -0.18
C -1.05416 2.05166 -2.64773 0.15 -0.15 -0.44
N -1.39768 1.98307 -1.37060 -0.03 0.07 0.11
H 0.93138 2.46937 5.13679 -0.01 0.04 -0.09
H 1.19494 3.78157 3.97309 0.00 -0.17 0.04
H 1.63370 2.11979 3.54622 -0.10 0.09 0.12
H -1.62694 3.95583 5.19924 -0.07 -0.09 -0.11
H -2.97167 3.06380 4.47857 0.09 0.09 -0.03
H -2.28833 4.46585 3.64252 0.07 -0.03 0.14
H -1.66241 0.98024 5.21525 -0.01 0.00 -0.09
H -0.46043 0.08371 4.26251 -0.25 0.25 0.11
H -2.11788 0.23171 3.68031 0.08 0.10 0.12
H -1.37633 4.92471 -0.92229 0.23 0.05 0.01
H 0.14412 4.17502 -1.44198 -0.06 0.11 0.08
H 0.15219 5.80017 -0.75103 -0.01 -0.08 0.00
H -1.58519 5.93548 2.03216 0.22 -0.01 0.05
H 0.05588 6.54963 1.76567 -0.08 -0.13 0.05
H -0.28883 5.54519 3.18215 -0.05 0.06 -0.16
H 2.17755 4.73168 2.08006 -0.02 -0.05 -0.10
H 2.16273 3.06049 1.52281 0.00 0.17 -0.01
H 2.35507 4.36972 0.35921 -0.05 -0.05 0.12
H -4.02023 4.06130 2.46159 -0.02 0.01 -0.22
H -4.77101 3.88442 0.86791 0.17 0.05 0.11
H -3.38479 4.98131 1.07879 -0.12 -0.19 0.06
H -3.74050 0.96400 2.53849 -0.04 0.00 -0.08
H -3.12057 0.10774 1.11184 -0.10 0.12 0.09
H -4.62092 1.03436 1.00714 0.09 0.00 0.01
H -4.24257 3.72547 -1.43976 0.13 -0.06 -0.07
H -3.60764 3.88295 -3.84464 0.01 0.00 0.04
H -1.49357 2.80787 -4.59876 0.01 -0.03 0.05
H -0.15434 1.52192 -2.93750 -0.07 -0.01 -0.05
Cl 3.18652 1.26096 0.08357 -0.09 -0.27 -0.10
C 1.65279 1.36892 -0.82774 0.02 0.38 0.05
H 1.71749 0.67868 -1.67088 0.01 0.02 0.07
H 1.57331 2.39908 -1.18251 0.00 -0.16 -0.02

(2)
15
Properties=species:S:1:pos:R:3:forces:R:3 method="wB97M-V/def2-TZVPD" orbital_gap_ev="6.39 / 6.43" homo_energy_ha="-0.20694 / -0.35577" spin_multiplicity=3 s_squared=2.01
C -1.81941 0.37214 -0.39405 2.51 -2.64 1.17
C -0.31907 -1.25551 1.18043 1.15 0.84 1.34
C -1.35072 -0.13599 0.87721 -0.73 -0.14 0.72
N 0.65447 -1.53065 0.15803 0.10 0.26 -1.70
N 1.78343 1.32565 -1.26477 3.00 1.17 -0.21
O -1.78693 1.08324 -1.34482 -0.08 3.74 -4.04
O -2.62816 -0.42456 0.31894 -2.04 -1.65 1.90
F -1.49540 0.76056 1.89842 0.33 -0.43 0.39
H 0.26565 -0.75461 2.05586 -1.04 -1.36 -1.20
H -0.75384 -2.25225 1.49419 -0.25 1.54 -0.11
H 1.39930 -0.82788 0.18786 -0.53 -0.28 -0.45
H 0.26121 -1.55006 -0.83203 0.58 0.14 1.93
H 1.50202 1.53494 -2.21324 -0.41 -0.27 -0.37
H 1.40786 2.13856 -0.75389 0.41 -0.44 -0.05
H 2.87960 1.51643 -1.36816 -2.99 -0.47 0.68

(3)
76
Properties=species:S:1:pos:R:3:forces:R:3 method="wB97M-V/def2-TZVPD" orbital_gap_ev=9.16 homo_energy_ha=-0.35964 smiles="C[N+](=O)[O-].C[N+](=O)[O-].C[N+](=O)[O-].C1CCOC1.C1CCOC1.C1CCOC1.ClCCCl.ClCCCl"
Cl 5.80885 8.56553 11.44988 0.03 0.07 0.06
C 6.28682 9.82942 12.61014 -0.01 -0.78 0.31
C 6.54595 9.30364 13.99351 0.44 -0.47 -1.00
Cl 8.03661 8.34912 13.95750 0.38 -0.54 0.17
H 5.55237 10.58583 12.60369 -1.17 0.70 0.08
H 7.18227 10.28466 12.28228 1.02 0.33 -0.61
H 5.76604 8.71830 14.41506 -0.69 -0.57 0.14
H 6.77520 10.09614 14.64077 0.11 1.30 0.85
Cl 6.52454 15.75395 9.10751 0.03 -0.40 0.05
C 7.05964 14.32705 10.09430 0.84 1.21 -1.38
C 6.20460 13.12588 10.00207 0.22 -1.76 1.04
Cl 5.72419 12.63399 8.35149 0.08 0.18 0.45
H 7.07511 14.73994 11.05950 -0.21 0.08 1.54
H 8.10498 14.14280 9.85053 -0.14 -0.14 -0.40
H 5.34363 13.19427 10.68343 -0.05 0.08 -0.73
H 6.83694 12.28886 10.42085 -0.68 0.69 -0.50
C 7.56555 13.57083 15.66682 -2.19 0.46 -1.03
N 7.84082 14.71302 14.74628 2.92 2.63 1.43
O 8.44912 15.72593 15.20926 -1.60 -2.32 -0.60
O 7.60363 14.60468 13.57504 -0.73 -0.37 -0.67
H 6.48012 13.74950 15.96628 1.67 -0.18 0.44
H 8.36928 13.46785 16.38205 -0.34 0.28 0.35
H 7.52932 12.74032 14.97945 0.19 -0.35 0.17
C 10.09815 15.97403 11.99495 -2.82 -0.31 -0.06
N 10.62944 14.66956 12.29261 2.34 -2.34 -0.64
O 11.60999 14.65935 13.05553 -1.66 -0.39 -0.86
O 10.21641 13.65677 11.68080 0.34 2.09 1.36
H 9.96165 16.42980 12.94218 -0.24 0.60 0.87
H 9.10802 15.83214 11.51256 0.84 0.25 0.17
H 10.76368 16.56368 11.43220 1.00 0.30 -0.86
C 11.12258 11.24633 13.28942 1.62 -0.30 1.56
N 10.06465 11.57922 14.22494 0.41 0.18 0.32
O 8.94465 11.63038 13.78653 -1.24 -0.43 -0.67
O 10.36779 11.95634 15.32049 0.38 0.10 1.44
H 11.99968 10.70569 13.68877 -0.98 0.05 0.26
H 11.47158 12.21341 13.08691 0.63 1.29 -0.98
H 10.63942 10.79247 12.50784 -0.65 -1.08 -2.09
C 11.48010 8.04723 14.62789 0.01 0.01 -1.80
C 11.53358 7.45639 16.02175 -1.72 1.16 0.52
C 12.95894 7.18306 16.23750 2.38 0.19 1.39
O 13.67386 8.16830 15.48335 -0.72 -0.62 -1.23
C 12.94418 8.11701 14.21223 0.42 -2.94 1.51
H 11.14902 9.06525 14.70509 -0.73 0.28 -0.09
H 10.91072 7.48047 13.84280 0.32 0.64 0.89
H 10.97600 6.56945 16.16312 -0.80 -1.02 -0.13
H 11.04202 8.21448 16.67562 0.86 -0.59 0.06
H 13.23879 6.16994 15.90928 -0.13 0.14 -0.31
H 13.33537 7.23640 17.27629 -0.39 0.20 -0.36
H 13.15960 7.15603 13.67159 0.20 0.44 0.58
H 13.32607 8.83877 13.57476 0.29 1.95 -0.97
C 9.72617 8.06652 9.48239 -0.64 0.16 0.23
C 11.00014 8.94300 9.77184 -2.32 1.07 -0.58
C 11.87211 7.92877 10.41662 0.16 0.77 0.51
O 11.00130 7.27414 11.32357 0.75 -0.27 0.17
C 9.80458 6.95604 10.61874 -0.50 1.36 0.39
H 9.77964 7.58044 8.50194 0.32 0.06 0.12
H 8.77441 8.66100 9.41668 0.83 -0.57 0.55
H 10.73044 9.81025 10.43939 0.28 -1.03 -0.26
H 11.34412 9.43081 8.85871 0.34 -0.36 -0.06
H 12.66694 8.44901 10.96910 0.11 -0.78 -0.06
H 12.21248 7.24990 9.63532 0.55 -0.25 0.14
H 9.02543 7.03500 11.42262 0.29 -0.26 -1.13
H 9.88093 5.94225 10.20594 -0.21 0.17 0.02
C 11.83062 12.72140 7.53468 -0.20 0.11 -1.71
C 11.44286 13.65996 8.62969 -2.21 -1.53 2.76
C 12.53318 14.63808 8.81093 2.22 -0.07 1.09
O 13.53744 14.29185 7.86350 -0.11 0.09 -0.06
C 12.85944 13.60645 6.83166 0.70 -0.94 0.23
H 10.91688 12.42965 6.93497 1.28 0.20 0.41
H 12.38984 11.84747 7.83861 -0.27 -0.37 0.46
H 11.29304 13.07499 9.60023 -0.05 0.84 -1.22
H 10.49007 14.14962 8.40944 0.05 -0.07 -0.02
H 13.03374 14.54633 9.79073 -0.29 0.06 -0.19
H 12.25688 15.66360 8.71555 -0.47 0.91 -0.36
H 13.60996 13.09426 6.27154 0.52 -0.71 -0.30
H 12.44208 14.28047 6.15580 -1.17 1.45 -1.14

(4)
17
Properties=species:S:1:pos:R:3:forces:R:3 method="wB97M-V/def2-TZVPD" orbital_gap_ev=9.87 homo_energy_ha=-0.35665
C 1.92502 -0.20331 -0.17568 -1.45 0.75 2.03
C -0.40538 0.99045 0.79330 0.52 -0.34 -0.33
C 0.78584 0.05638 1.00992 2.06 -0.13 -0.56
C -1.38605 0.41418 -0.17233 0.35 0.24 0.02
C -1.25075 -1.05440 -0.42962 -1.02 -0.68 -1.55
O 1.48040 0.00068 -1.45445 -1.21 -0.72 -1.40
N -2.31852 1.08535 -0.68862 -0.05 0.29 -0.22
O -0.66445 -1.54939 -1.37905 -0.50 0.05 1.16
H 0.75658 -0.66849 -1.66205 1.20 1.14 0.20
H -2.89696 0.56954 -1.34958 -0.03 -0.21 0.09
H -1.95683 -1.66100 0.17826 0.44 -0.20 0.06
H 2.31700 -1.21440 -0.01026 0.06 0.09 0.04
H 2.70456 0.53614 0.02232 0.08 -0.20 -0.12
H -0.93138 1.13992 1.74070 0.13 0.07 0.02
H -0.06396 1.96024 0.42970 -0.16 0.04 0.01
H 0.50635 -0.93544 1.37103 -0.29 0.11 0.18
H 1.39852 0.53353 1.77641 -0.13 -0.31 0.35

(5)
9
Properties=species:S:1:pos:R:3:forces:R:3 method="wB97M-V/def2-TZVPD" total_charge=+1 orbital_gap_ev=10.38 homo_energy_ha=-0.59590 smiles=C[SiH2][N+]#N
C -1.22364 0.66796 -0.07224 0.38 0.06 0.52
N 2.36627 0.59714 -0.83660 -0.62 -0.83 0.11
N 1.61695 -0.13647 -0.51629 2.15 2.02 -0.89
Si 0.26141 -1.07530 0.24800 -2.30 1.30 0.08
H -0.80929 1.65136 -0.47682 0.39 -1.72 0.32
H -2.17258 0.53981 -0.61739 0.64 -0.81 0.04
H -1.50011 0.88624 0.98220 0.40 -0.51 -0.51
H 0.76194 -2.42612 -0.32445 -1.01 1.06 0.46
H 0.69905 -0.70462 1.61359 -0.03 -0.57 -0.13

(6)
26
Properties=species:S:1:pos:R:3:forces:R:3 method="wB97M-V/def2-TZVPD" total_charge=+1 orbital_gap_ev=9.13 homo_energy_ha=-0.51640 smiles="NC(=O)[C@@]1([NH2+]CC2CC2)C=CN=N1"
C 2.00745 -0.73000 1.65992 -0.28 -1.66 0.30
C 2.70616 0.32729 1.92862 1.18 1.79 1.32
C 1.42393 -1.30038 -0.71091 -0.76 0.82 -0.48
C -2.31837 0.28661 -1.68555 1.62 -0.31 -3.43
C -2.92785 1.36052 -0.95041 0.76 3.17 -1.29
C -1.56982 0.99365 -0.54621 0.64 -1.62 0.94
C 1.13784 -0.41381 0.52419 -1.69 -0.62 0.66
C -1.42125 0.36363 0.82275 -2.04 -0.47 -2.70
N 2.21606 1.43761 1.16309 0.40 -0.26 -1.10
N 1.41368 1.01735 0.31684 -1.45 0.99 -0.19
N 2.53726 -0.97777 -1.38419 -0.73 -1.90 -2.35
N -0.47200 -0.71128 0.92232 3.14 -0.79 -3.54
O 0.55522 -2.08011 -1.05888 0.50 0.06 -0.01
H 2.12070 -1.67279 2.12104 0.07 -0.96 0.23
H 3.53681 0.52051 2.60912 -0.44 -0.26 -0.13
H -2.82289 -0.70661 -1.74328 0.89 0.74 0.61
H -1.86908 0.60555 -2.71569 -0.96 -0.88 1.95
H -3.00374 2.37695 -1.34719 -0.30 -0.52 -0.14
H -3.65451 1.10762 -0.30335 -2.61 -0.70 2.09
H -0.79296 1.67668 -0.76840 0.64 0.37 -0.65
H -2.39569 -0.10607 0.92232 -0.11 -0.15 0.94
H -1.21969 1.04887 1.54934 0.31 1.98 2.05
H 3.32647 -0.49526 -1.03051 0.40 0.55 0.45
H 2.62778 -1.42389 -2.34367 0.01 0.71 1.89
H -0.79418 -1.46162 0.20698 1.27 0.73 1.21
H -0.34730 -1.04324 1.84169 -0.44 -0.84 1.35